Record 1
CH7BrN3 | ωB97M-V with the def2-TZVPD basis set

Output
E_tot ... -2780.25339 a.u.
Relative energy (zero: lowest compared OMol25 entry of this formula, charge and spin) ... 2.045 eV
Kohn-Sham gap ... 10.1 eV
HOMO energy ... -0.4862 hartree

```
! RIJCOSX wB97M-V def2-TZVPD def2/J DEFGRID3
* xyz 1 1
C 1.42810 -0.62853 -0.13353
N 1.97259 -1.61198 -0.37961
N -1.38172 -1.31460 0.29243
N 0.20173 1.98438 -0.15544
Br -2.70497 -0.02703 0.03144
H -1.81496 -2.22931 0.23160
H 2.58224 -2.40077 -0.69827
H 0.48772 0.81369 0.01200
H -1.16917 -1.30401 1.29972
H -0.62743 2.27704 0.37132
H -0.03283 2.13574 -1.12861
H 1.05871 2.30538 0.25694
*
```



Record 2
C21H44IN3O9PS4 | ωB97M-V with the def2-TZVPD basis set

Output
E_tot ... -3899.57989 a.u.
Kohn-Sham gap ... 8.2 eV
HOMO energy ... -0.4384 hartree

```
! RIJCOSX wB97M-V def2-TZVPD def2/J DEFGRID3
* xyz 1 1
C -0.26075 0.62896 2.14254
C -0.41819 -0.87216 2.26282
C -1.44215 -1.38870 1.27796
C -1.44779 -2.93040 1.20650
N -0.36286 -3.56510 2.00446
C 0.83947 -2.87912 1.88153
N 1.93649 -3.59506 1.69147
P 1.88847 -5.40079 1.66049
O 3.31747 -5.78156 2.32647
I 2.35177 -5.69588 -0.72467
N 0.87751 -1.53494 1.91255
H -1.10064 1.13696 2.60421
H -0.14101 0.92182 1.10668
H 0.64583 0.92582 2.67507
H -0.64535 -1.12787 3.29884
H -1.19337 -1.00975 0.29163
H -2.42498 -1.02438 1.55174
H -2.38307 -3.33581 1.57277
H -1.35288 -3.29690 0.19038
H -0.63850 -3.52973 2.98280
H 2.80408 -3.08870 1.55978
H 3.36138 -5.40008 3.21332
H 1.67114 -1.19403 2.44492
C 1.97130 -9.20889 -3.16224
C 3.10080 -9.76739 -4.03995
C 2.57905 -9.82050 -5.48198
S 1.34564 -8.51982 -5.61684
O 0.05888 -9.12107 -5.84218
O 1.83745 -7.46479 -6.46265
C 1.42878 -7.99178 -3.90647
H 2.32640 -8.94389 -2.16666
H 1.18337 -9.95608 -3.05048
H 3.96617 -9.10385 -3.98560
H 3.42259 -10.75163 -3.70494
H 3.36007 -9.63581 -6.21427
H 2.08316 -10.76388 -5.69986
H 0.44039 -7.68051 -3.57586
H 2.12495 -7.15330 -3.85887
C -2.65676 5.47734 4.60048
C -2.44949 4.20156 5.42928
C -3.29309 3.09246 4.78393
S -3.41685 3.51779 3.03894
O -4.79170 3.79741 2.72762
O -2.65808 2.56789 2.24951
C -2.51652 5.05510 3.14324
H -1.93722 6.25192 4.85759
H -3.65739 5.87621 4.77553
H -1.39381 3.92192 5.40741
H -2.72723 4.34677 6.47168
H -2.83215 2.11184 4.87589
H -4.30404 3.06337 5.18472
H -2.93886 5.77289 2.44384
H -1.47679 4.84572 2.88867
C 0.46676 8.87460 -0.51204
C -0.02733 7.44792 -0.78786
C -0.36622 6.81208 0.56638
S -0.83132 8.17033 1.65442
O 0.14070 8.26179 2.71456
O -2.24159 8.08988 1.94618
C -0.52857 9.47875 0.47335
H 0.52881 9.46476 -1.42429
H 1.46156 8.84309 -0.06294
H -0.92206 7.48524 -1.41124
H 0.71673 6.85833 -1.32026
H -1.19800 6.11532 0.49890
H 0.49685 6.31869 1.00945
H -0.15183 10.35340 0.99776
H -1.47751 9.70920 -0.00951
C 1.68040 -0.57230 -2.50073
C 0.46933 -0.97450 -3.35610
C -0.68311 -0.03009 -2.98656
S 0.08331 1.50200 -2.43691
O -0.20492 1.67825 -1.03264
O -0.17516 2.54690 -3.38604
C 1.77636 0.94590 -2.59585
H 2.59636 -1.05020 -2.84477
H 1.51612 -0.86685 -1.45931
H 0.71753 -0.86160 -4.41199
H 0.18725 -2.01467 -3.19806
H -1.33412 0.18821 -3.82847
H -1.27244 -0.41601 -2.15701
H 2.37711 1.39698 -1.80984
H 2.13798 1.26500 -3.57230
*
```



Record 3
C32H35IrN6O2P | ωB97M-V with the def2-TZVPD basis set

Output
E_tot ... -2164.68611 a.u.
Relative energy (zero: lowest compared OMol25 entry of this formula, charge and spin) ... 0.367 eV
<S²> ... 0.755
Kohn-Sham gap (spin up / spin down) ... 8.0 / 6.8 eV
HOMO energy (spin up / spin down) ... -0.5203 / -0.5200 hartree

```
! RIJCOSX wB97M-V def2-TZVPD def2/J DEFGRID3
* xyz 2 2
Ir 0.43539 -0.18294 -0.02359
C 1.40401 -1.30211 -3.44372
C 2.07042 -2.00010 -2.29892
C 3.16061 -2.81428 -2.60575
C 3.76794 -3.57592 -1.63230
C 3.19958 -3.58765 -0.37062
C 2.10092 -2.78847 -0.12329
N 1.59416 -1.92220 -1.03522
C 1.30988 -2.94093 1.11292
C 1.58612 -3.88524 2.08484
C 0.71523 -4.00733 3.15570
C -0.41743 -3.22220 3.19681
C -0.63910 -2.29023 2.18703
N 0.23457 -2.14993 1.18759
C -1.85753 -1.45759 2.11447
C -2.78749 -1.44942 3.13731
C -3.96053 -0.73923 2.95467
C -4.14647 -0.08266 1.75868
C -3.15022 -0.10161 0.78300
C -3.41484 0.63428 -0.49531
N -2.00498 -0.77948 0.96869
H 2.06826 -1.29283 -4.30519
H 1.11287 -0.28790 -3.21678
H 0.50432 -1.85286 -3.72702
H 3.51516 -2.83668 -3.62645
H 4.63356 -4.18396 -1.85795
H 3.59730 -4.22949 0.39921
H 2.44881 -4.52858 2.01631
H 0.91049 -4.72800 3.93800
H -1.12769 -3.34104 3.99944
H -2.61106 -1.97791 4.06087
H -4.71479 -0.70894 3.72900
H -5.05696 0.46760 1.56594
H -4.22802 1.34286 -0.35338
H -3.71593 -0.05954 -1.28331
H -2.54676 1.17617 -0.84801
C 1.38266 0.04817 1.85506
H 2.00576 -0.80803 2.11290
H 0.57699 0.11874 2.58387
H 1.99399 0.93305 2.01602
C 2.88629 1.23730 -2.17634
P 2.46822 0.88829 -0.44747
C 3.93185 -0.03742 0.09488
C 2.61839 2.56774 0.22772
H 3.75809 1.89494 -2.14616
H 2.07072 1.76380 -2.66617
H 3.16390 0.34679 -2.72877
H 4.75073 0.67592 0.19436
H 4.19625 -0.75748 -0.68012
H 3.80619 -0.55527 1.03987
H 3.67574 2.83010 0.16738
H 2.28271 2.68197 1.25295
H 2.05814 3.24148 -0.41506
N -1.49596 -1.66689 -1.87192
C -2.26775 -1.76562 -2.96559
C -2.15374 -0.57259 -3.64408
C -1.28710 0.20305 -2.87067
N -0.88589 -0.47024 -1.79351
H -1.37597 -2.33187 -1.12476
H -2.83645 -2.65715 -3.17150
H -2.63533 -0.29779 -4.56565
H -0.93266 1.20453 -3.03956
O -1.09067 1.42551 2.74331
C -1.02527 2.02859 1.70544
N -0.32296 1.62768 0.54283
C -0.46895 2.57639 -0.44880
O 0.04599 2.46802 -1.55127
C -1.29802 3.68298 0.08117
C -1.71503 4.86159 -0.50137
C -2.50920 5.70179 0.27675
C -2.85558 5.36375 1.58153
C -2.42038 4.17315 2.16231
C -1.64171 3.34751 1.38123
H -1.43670 5.12341 -1.51327
H -2.86084 6.63732 -0.13666
H -3.47082 6.04347 2.15554
H -2.67544 3.90965 3.17994
*
```



Record 4
C46H122N8O18 | ωB97M-V with the def2-TZVPD basis set

Output
E_tot ... -3617.56754 a.u.
Relative energy (zero: lowest compared OMol25 entry of this formula, charge and spin) ... 0.000 eV
SMILES string ... COC[C@H](C)N.COC[C@H](C)N.COC[C@H](C)N.COC[C@H](C)N.COCCNCCOC.COCCNCCOC.COCCNCCOC.COCCNCCOC.OCCO.OCCO.OCCO
Kohn-Sham gap ... 8.3 eV
HOMO energy ... -0.2956 hartree

```
! RIJCOSX wB97M-V def2-TZVPD def2/J DEFGRID3
* xyz 0 1
C -0.02450 -5.35822 1.12210
O -1.30046 -4.93670 0.47571
C -1.22809 -3.89785 -0.50174
C -2.60244 -3.76567 -1.17755
N -3.59681 -3.10618 -0.32664
C -3.89258 -3.81871 0.95989
C -5.30572 -3.54575 1.45584
O -5.38322 -2.24098 2.01542
C -4.37545 -1.81984 2.98557
H 0.48576 -4.50606 1.57106
H 0.55350 -5.90982 0.38064
H -0.30039 -5.98204 1.97230
H -0.49417 -4.21343 -1.24327
H -0.90915 -2.90110 -0.19700
H -3.00854 -4.73259 -1.47462
H -2.59303 -3.12340 -2.05818
H -3.39431 -2.13546 -0.13483
H -3.16121 -3.80763 1.76802
H -4.00287 -4.82393 0.55312
H -5.52617 -4.32433 2.18613
H -6.03427 -3.76595 0.67557
H -4.82585 -1.22662 3.78138
H -3.64882 -1.25764 2.39903
H -3.86439 -2.66514 3.44642
C -5.66586 1.34658 0.29465
O -6.16083 2.55731 -0.21720
C -6.93589 3.20275 0.79936
C -7.43044 4.50798 0.24269
N -8.66290 4.30043 -0.44050
C -9.58137 5.38948 -0.25874
C -10.83379 5.57899 -1.14991
O -12.13413 5.71100 -0.47376
C -12.56543 4.58124 0.21905
H -4.96008 0.81554 -0.34408
H -6.41246 0.62671 0.63002
H -4.92994 1.59838 1.05827
H -6.26575 3.34070 1.64788
H -7.88599 2.71009 1.00598
H -6.81336 4.82526 -0.59793
H -7.50051 5.24850 1.03945
H -8.45783 3.97926 -1.37586
H -8.94604 6.25507 -0.44641
H -9.96043 5.34360 0.76219
H -10.89176 4.72850 -1.82919
H -10.69022 6.39091 -1.86285
H -12.58687 3.83020 -0.57063
H -13.55433 4.73668 0.65034
H -11.88638 4.32074 1.03092
C 3.81087 3.60176 -0.21752
O 4.14918 4.62523 -1.18155
C 5.23350 4.38558 -2.09560
C 4.69529 4.30789 -3.58039
N 3.99401 3.04478 -3.71075
C 3.28819 2.86069 -4.94959
C 2.06625 1.89157 -4.60710
O 0.90389 2.68453 -4.28536
C 0.06804 3.05601 -5.36309
H 4.54208 3.20619 0.48744
H 3.70990 2.77165 -0.91668
H 2.95319 3.88955 0.39047
H 5.68554 3.42869 -1.83462
H 6.06423 5.09012 -2.05542
H 5.35200 4.44641 -4.43925
H 3.93199 5.08067 -3.67136
H 3.33191 3.04869 -2.94805
H 3.80403 2.53153 -5.85162
H 2.83829 3.79545 -5.28414
H 2.30566 1.29439 -3.72723
H 1.86677 1.21373 -5.43707
H -0.83300 3.51602 -4.95736
H -0.19925 2.16828 -5.93632
H 0.58749 3.69224 -6.07966
C 5.70857 -4.31676 2.03341
O 5.83452 -4.20972 3.43768
C 4.65788 -3.68271 3.98982
C 4.57144 -3.78724 5.56482
N 3.55062 -2.92400 6.19074
C 3.23984 -3.05560 7.65402
C 4.32871 -2.31296 8.47304
O 4.16154 -0.92076 8.09880
C 5.15915 -0.09353 8.67937
H 5.93459 -3.43114 1.43953
H 4.83330 -4.76925 1.56730
H 6.42678 -5.06263 1.69291
H 3.81285 -4.18505 3.51901
H 4.56321 -2.60471 3.85922
H 5.53517 -3.75768 6.07321
H 4.18999 -4.79610 5.72232
H 3.90616 -1.97883 6.20906
H 3.14648 -4.08475 8.00077
H 2.30294 -2.54197 7.86966
H 5.37118 -2.59407 8.32361
H 4.02581 -2.60212 9.47939
H 6.04952 -0.52712 8.22403
H 5.19730 -0.02452 9.76652
H 4.87363 0.85668 8.22806
C -0.40024 -3.92713 5.90915
C -1.29699 -3.20161 4.95888
O -1.94442 -4.16613 4.11069
O -1.09715 -4.78752 6.78305
H 0.31811 -3.36151 6.50257
H 0.27430 -4.58580 5.36210
H -0.83546 -2.37835 4.41359
H -1.96726 -2.77233 5.70356
H -2.37017 -4.83184 4.65583
H -1.52034 -4.31464 7.50341
C -0.37294 4.05431 1.94434
C -0.95519 3.20147 3.08322
O -2.33841 2.80921 2.77995
O -0.66176 5.39305 2.28894
H -0.86526 3.89783 0.98452
H 0.71525 4.11712 1.94297
H -0.90383 3.76387 4.01551
H -0.39714 2.28790 3.28834
H -2.87149 3.10035 3.52336
H -0.12474 6.04386 1.83106
C -3.32555 3.91927 -0.33711
C -3.24300 5.44786 -0.20358
O -4.29447 6.11494 0.49638
O -4.19336 3.62111 -1.28069
H -3.43518 3.34526 0.58299
H -2.38579 3.75037 -0.86287
H -3.15579 5.95220 -1.16594
H -2.45224 5.77085 0.47354
H -4.27546 7.04795 0.72161
H -5.02424 3.49204 -0.81747
C 0.00697 0.95631 -1.16892
C -0.87600 -0.07880 -0.39391
C -0.39039 -0.48378 0.97611
O 0.87955 -1.13591 0.96310
C 1.44431 -1.48072 2.21433
N -2.23398 0.34141 -0.24466
H 1.02733 0.60343 -1.31871
H 0.21423 1.88525 -0.63768
H -0.29892 1.16374 -2.19435
H -0.74707 -0.96405 -1.01666
H -1.16409 -1.09431 1.44167
H -0.36001 0.36279 1.66204
H 2.35614 -1.04669 2.62457
H 1.63519 -2.53272 2.00227
H 0.74769 -1.62885 3.03949
H -2.29882 1.14424 0.36474
H -2.73426 0.63822 -1.07032
C 5.57273 -2.25467 -4.69424
C 4.08335 -2.00055 -4.59298
C 3.52578 -1.75321 -3.22347
O 4.01959 -2.69533 -2.28478
C 3.23843 -2.85100 -1.05117
N 3.73420 -0.83717 -5.44533
H 6.00288 -3.25111 -4.59338
H 6.15691 -1.65063 -3.99999
H 5.91390 -2.00808 -5.69967
H 3.68831 -2.93741 -4.98586
H 2.43900 -1.70357 -3.15600
H 3.80623 -0.77654 -2.82904
H 2.30946 -3.36219 -1.30378
H 2.94690 -1.84790 -0.73986
H 3.75377 -3.39774 -0.26149
H 4.42678 -0.13535 -5.22652
H 3.76969 -0.96535 -6.44653
C 0.12397 -0.89823 -4.43526
C -0.85972 -0.95275 -5.63377
C -1.26280 -2.35540 -5.92200
O -2.25533 -2.47306 -7.04205
C -3.60468 -3.01048 -6.76524
N -1.88346 -0.01425 -5.20521
H 1.09646 -0.83320 -4.92325
H 0.20791 -1.64084 -3.64180
H 0.10454 0.09396 -3.98439
H -0.46109 -0.57730 -6.57623
H -1.76305 -2.85340 -5.09144
H -0.39797 -2.96669 -6.17989
H -4.18550 -3.38906 -7.60632
H -4.17250 -2.13478 -6.45087
H -3.53143 -3.80726 -6.02505
H -1.62228 0.94798 -5.36644
H -2.52463 -0.17642 -5.96857
C 7.23594 0.96813 -1.91310
C 7.54837 -0.36814 -1.25630
C 6.26362 -0.72438 -0.42528
O 5.98610 0.20205 0.58269
C 4.99730 -0.23319 1.53165
N 7.83421 -1.28939 -2.32640
H 8.00062 1.36275 -2.58216
H 7.11735 1.75718 -1.17051
H 6.31305 1.11016 -2.47542
H 8.43497 -0.28345 -0.62792
H 6.34247 -1.73892 -0.03463
H 5.43563 -0.68937 -1.13330
H 4.18295 -0.81543 1.10045
H 4.57446 0.62248 2.05808
H 5.54256 -0.88728 2.21207
H 7.53299 -2.18330 -1.96543
H 7.06731 -1.07993 -2.94937
*
```